# 1
12
Properties=species:S:1:pos:R:3 method="wB97M-V/def2-TZVPD" e_above_lowest_ev=3.4069 e_lumo_ha="-0.0725 / -0.0726" fmax_ev_per_a=3.1 e_tot_ev=-55540.5240 charge=0
C 1.4394 -0.8094 -0.4657
N -0.7620 1.6459 0.6319
N 0.1743 -1.1105 -1.0685
O -2.3889 0.5434 -0.8683
F 1.3186 -0.4494 0.8664
S -1.7285 -0.6702 1.6595
S -1.3587 0.2663 0.0647
Cl -0.4296 3.0918 -0.3270
Cl -0.2750 -2.7269 -0.5713
H 1.8351 0.0076 -1.0171
H 2.3372 -1.5304 -0.3393
H -0.1621 1.7417 1.4346

---

# 2
8
Properties=species:S:1:pos:R:3 method="wB97M-V/def2-TZVPD" e_above_lowest_ev=1.4884 e_lumo_ha=-0.0030 fmax_ev_per_a=3.3 e_tot_ev=-36729.4230 charge=0
C 1.1104 -0.0501 0.1775
Si -0.7131 0.2099 -0.1939
F -0.8968 0.2941 -1.7901
Cl -1.7460 1.6602 0.6522
Cl -2.2276 -1.8207 0.4135
H 1.6356 -0.3295 -0.7327
H 1.5582 0.8636 0.5583
H 1.2793 -0.8276 0.9151